{
  "formula": "C42H100N16O10",
  "method": "ωB97M-V/def2-TZVPD",
  "symbols": ["C", "C", "C", "C", "C", "C", "C", "C", "C", "N", "O", "H", "H", "H", "H", "H", "H", "H", "H", "H", "H", "H", "H", "H", "H", "H", "H", "H", "H", "H", "C", "C", "C", "C", "C", "C", "C", "C", "C", "N", "O", "H", "H", "H", "H", "H", "H", "H", "H", "H", "H", "H", "H", "H", "H", "H", "H", "H", "H", "H", "C", "C", "C", "C", "C", "C", "C", "C", "C", "N", "O", "H", "H", "H", "H", "H", "H", "H", "H", "H", "H", "H", "H", "H", "H", "H", "H", "H", "H", "H", "C", "C", "C", "C", "C", "C", "C", "C", "C", "N", "O", "H", "H", "H", "H", "H", "H", "H", "H", "H", "H", "H", "H", "H", "H", "H", "H", "H", "H", "H", "N", "C", "N", "O", "H", "H", "H", "H", "N", "C", "N", "O", "H", "H", "H", "H", "N", "C", "N", "O", "H", "H", "H", "H", "N", "C", "N", "O", "H", "H", "H", "H", "N", "C", "N", "O", "H", "H", "H", "H", "N", "C", "N", "O", "H", "H", "H", "H"],
  "coordinates": [[-3.2274, 11.6024, -23.5330], [-1.7141, 11.5635, -23.7223], [-1.3244, 12.4002, -24.9472], [-1.0547, 12.1822, -22.4778], [0.4140, 11.8156, -22.3222], [0.5734, 10.3078, -22.3322], [0.0362, 9.6381, -23.5967], [1.0048, 9.7118, -24.7729], [-0.1651, 8.1510, -23.2429], [-1.3042, 10.1653, -23.8740], [-1.8777, 9.5647, -25.0213], [-3.7131, 10.9030, -24.2164], [-3.5175, 11.2748, -22.5326], [-3.6570, 12.5885, -23.7205], [-1.8292, 11.9872, -25.8283], [-1.6689, 13.4325, -24.8887], [-0.2580, 12.2777, -25.1228], [-1.0582, 13.2656, -22.6591], [-1.6123, 12.0153, -21.5562], [1.0398, 12.2923, -23.0815], [0.8126, 12.1804, -21.3734], [0.1476, 9.8373, -21.4440], [1.6446, 10.0752, -22.2925], [1.9982, 9.3576, -24.5027], [1.1562, 10.7580, -25.0713], [0.5718, 9.2390, -25.6525], [-0.2631, 7.5449, -24.1482], [-1.0338, 7.9322, -22.6223], [0.7139, 7.7774, -22.7083], [-2.5754, 9.0187, -24.6443], [-1.9446, 23.5530, -24.4766], [-2.9507, 22.7220, -25.2889], [-4.0412, 23.5782, -25.9084], [-2.1854, 22.0551, -26.4289], [-1.3886, 20.8384, -26.0009], [-2.2747, 19.8010, -25.3079], [-3.0389, 20.3867, -24.1169], [-4.1881, 19.4050, -23.8029], [-2.0853, 20.4388, -22.9105], [-3.5673, 21.6899, -24.4707], [-4.4168, 22.2070, -23.4778], [-1.1977, 22.9062, -24.0209], [-1.4339, 24.2801, -25.1084], [-2.4379, 24.0978, -23.6668], [-4.7955, 22.9344, -26.3645], [-4.5012, 24.2587, -25.1944], [-3.6642, 24.1554, -26.7580], [-2.7863, 21.7674, -27.2971], [-1.4445, 22.7460, -26.8424], [-0.8393, 20.3380, -26.8026], [-0.5650, 21.1307, -25.3369], [-1.5607, 19.0675, -24.9136], [-2.9093, 19.3108, -26.0477], [-3.7511, 18.4634, -23.4650], [-4.7754, 19.2611, -24.7082], [-4.7941, 19.8178, -22.9963], [-1.1180, 20.8656, -23.1911], [-1.7777, 19.4311, -22.6107], [-2.4866, 20.9470, -22.0342], [-3.8380, 22.5164, -22.7621], [-8.2629, 12.3117, -23.1237], [-7.6176, 13.3577, -24.0447], [-6.6277, 12.6847, -24.9751], [-8.7381, 13.9701, -24.9234], [-9.7384, 14.8089, -24.1416], [-8.9950, 15.8795, -23.3476], [-7.7766, 15.3835, -22.5559], [-6.9644, 16.6444, -22.2192], [-8.2134, 14.8191, -21.1887], [-6.9807, 14.4874, -23.3763], [-5.7580, 14.1457, -22.7778], [-9.2066, 12.5887, -22.6577], [-8.4434, 11.3837, -23.6702], [-7.6081, 12.0529, -22.2849], [-5.6534, 12.4476, -24.5457], [-7.0316, 11.8357, -25.5199], [-6.3254, 13.4383, -25.7194], [-8.2589, 14.4957, -25.7530], [-9.2347, 13.0870, -25.3414], [-10.4169, 15.2982, -24.8452], [-10.3705, 14.1330, -23.5626], [-9.6561, 16.4281, -22.6794], [-8.5824, 16.5431, -24.1181], [-6.4396, 16.9807, -23.1249], [-6.1065, 16.4370, -21.5821], [-7.5688, 17.4734, -21.8640], [-7.3320, 14.4839, -20.6348], [-8.9105, 13.9874, -21.2528], [-8.6522, 15.6010, -20.5650], [-5.0670, 14.5191, -23.3484], [-3.9061, 14.7049, -17.4073], [-4.2036, 15.5343, -18.6808], [-4.5409, 14.5494, -19.8164], [-5.5131, 16.2891, -18.4479], [-5.3996, 17.5840, -17.6689], [-4.4558, 18.5326, -18.4229], [-3.0973, 17.8863, -18.7381], [-2.5112, 18.6673, -19.9165], [-2.1814, 18.0513, -17.5255], [-3.1724, 16.4599, -19.0635], [-1.9366, 15.8802, -19.3783], [-3.9659, 15.3200, -16.5069], [-4.5061, 13.8035, -17.3778], [-2.8499, 14.4048, -17.4368], [-5.0023, 15.0249, -20.6779], [-3.6263, 14.1214, -20.2454], [-5.1987, 13.7552, -19.4727], [-5.9863, 16.5702, -19.3928], [-6.2658, 15.6580, -17.9657], [-6.3539, 18.1242, -17.6608], [-5.1411, 17.5087, -16.6105], [-4.2084, 19.3238, -17.7077], [-4.9353, 19.0504, -19.2506], [-2.3160, 19.6906, -19.5774], [-3.2164, 18.7827, -20.7424], [-1.5919, 18.2672, -20.3418], [-1.1246, 17.7896, -17.6347], [-2.5663, 17.4729, -16.6724], [-2.1227, 19.0503, -17.0742], [-1.5013, 15.7282, -18.5252], [0.9033, 18.7110, -23.3394], [1.3318, 19.6907, -22.4676], [1.1873, 19.3776, -21.1449], [1.7181, 20.7693, -22.8846], [0.6969, 19.1289, -24.2312], [0.3632, 17.8989, -23.0076], [1.5204, 20.0466, -20.4794], [0.7349, 18.5108, -20.9196], [-5.6670, 16.3392, -25.6212], [-4.4437, 15.7667, -25.6887], [-3.6526, 16.1032, -26.7519], [-4.0421, 14.9525, -24.8535], [-6.0593, 16.7824, -26.4316], [-6.2663, 16.0353, -24.8632], [-2.9903, 15.4176, -27.0665], [-3.9108, 16.8887, -27.3174], [-1.5273, 16.1317, -24.3189], [-1.4944, 16.2549, -22.9759], [-2.6436, 16.1391, -22.2670], [-0.3995, 16.4481, -22.4039], [-0.6083, 16.2488, -24.7348], [-2.3747, 15.8189, -24.7680], [-2.5370, 15.9937, -21.2671], [-3.4628, 15.8210, -22.7608], [0.9142, 14.6942, -20.2460], [2.1200, 14.6006, -20.9076], [2.0335, 15.0927, -22.1978], [3.1042, 14.0202, -20.4905], [0.1522, 15.2385, -20.6140], [0.8957, 14.2283, -19.3581], [1.2388, 15.6627, -22.4449], [2.9406, 15.1838, -22.6189], [-1.4809, 17.9752, -28.0589], [-0.5997, 18.1777, -29.0943], [0.6415, 17.6586, -28.8470], [-0.9055, 18.7359, -30.1352], [-1.1524, 17.5533, -27.2078], [-2.4409, 18.0532, -28.3246], [0.8730, 17.3622, -27.9129], [1.3022, 17.6303, -29.5987], [2.6073, 16.8357, -25.3098], [1.7732, 15.8909, -25.8488], [2.2555, 14.6170, -25.8144], [0.6373, 16.1684, -26.2545], [2.2529, 17.7748, -25.2917], [3.5320, 16.5956, -25.0081], [3.1262, 14.3959, -25.3682], [1.5972, 13.8918, -26.0347]],
  "smiles": "CC1(C)CCCC(C)(C)N1O.CC1(C)CCCC(C)(C)N1O.CC1(C)CCCC(C)(C)N1O.CC1(C)CCCC(C)(C)N1O.NC(N)=O.NC(N)=O.NC(N)=O.NC(N)=O.NC(N)=O.NC(N)=O",
  "multiplicity": 1,
  "total_charge": 0,
  "de_lowest_ev": 0.0000
}

{
  "formula": "C42H102BF10N8O8S2",
  "method": "ωB97M-V/def2-TZVPD",
  "symbols": ["C", "C", "C", "O", "C", "N", "H", "H", "H", "H", "H", "H", "H", "H", "H", "H", "H", "H", "C", "C", "C", "O", "C", "N", "H", "H", "H", "H", "H", "H", "H", "H", "H", "H", "H", "H", "C", "C", "C", "O", "C", "N", "H", "H", "H", "H", "H", "H", "H", "H", "H", "H", "H", "H", "C", "C", "C", "O", "C", "N", "H", "H", "H", "H", "H", "H", "H", "H", "H", "H", "H", "H", "C", "C", "C", "N", "C", "C", "C", "C", "C", "H", "H", "H", "H", "H", "H", "H", "H", "H", "H", "H", "H", "H", "H", "H", "H", "H", "H", "C", "C", "C", "N", "C", "C", "C", "C", "C", "H", "H", "H", "H", "H", "H", "H", "H", "H", "H", "H", "H", "H", "H", "H", "H", "H", "H", "C", "C", "C", "N", "C", "C", "C", "C", "C", "H", "H", "H", "H", "H", "H", "H", "H", "H", "H", "H", "H", "H", "H", "H", "H", "H", "H", "B", "F", "F", "F", "F", "C", "F", "F", "F", "S", "O", "O", "N", "S", "O", "O", "C", "F", "F", "F"],
  "coordinates": [[11.5607, -5.7666, 0.2393], [11.5428, -5.3722, 1.7192], [12.0178, -6.3703, 2.7575], [10.9300, -6.9989, 3.3276], [11.3553, -8.1081, 4.1699], [12.5002, -4.2161, 1.9100], [13.4988, -4.4773, 1.6431], [12.1478, -3.4555, 1.2957], [12.6516, -3.8361, 2.8283], [11.0217, -5.1352, -0.4739], [11.0121, -6.7176, 0.3024], [12.5371, -5.9257, -0.1536], [10.5702, -5.1113, 1.9762], [12.5293, -5.7956, 3.4734], [12.6577, -7.2136, 2.2998], [10.4787, -8.4769, 4.6404], [12.0528, -7.7814, 4.9450], [11.6930, -8.9048, 3.4747], [-4.8603, 7.4087, -8.7487], [-3.8844, 8.3742, -9.2397], [-2.7319, 7.7863, -10.0850], [-2.1184, 8.8460, -10.7988], [-0.7499, 8.6813, -11.2266], [-4.4384, 9.2772, -10.3304], [-3.7124, 9.9873, -10.5617], [-4.6400, 8.7085, -11.1553], [-5.3200, 9.7952, -10.0970], [-5.1977, 6.8046, -9.6233], [-5.7308, 7.8079, -8.2476], [-4.4438, 6.7270, -8.0371], [-3.3607, 9.0606, -8.5251], [-3.0799, 6.8746, -10.6242], [-2.1073, 7.3417, -9.2027], [-0.5521, 9.5742, -11.7262], [-0.6064, 7.7038, -11.6808], [-0.1271, 8.7741, -10.3683], [-2.7469, -8.3000, 11.9758], [-2.6576, -9.5550, 11.1361], [-1.5721, -9.5286, 10.0906], [-1.3262, -10.8391, 9.6005], [-0.3836, -10.7545, 8.4701], [-2.2542, -10.7083, 12.1305], [-1.8352, -11.4105, 11.5356], [-1.4959, -10.2486, 12.6848], [-3.0722, -10.9417, 12.6852], [-2.5562, -7.4019, 11.4194], [-1.8767, -8.2357, 12.7070], [-3.7455, -8.1265, 12.4715], [-3.6306, -9.8791, 10.7920], [-0.6334, -9.0830, 10.4882], [-2.0255, -8.9390, 9.2838], [-0.8833, -10.3174, 7.6041], [-0.0562, -11.7600, 8.2839], [0.5665, -10.2022, 8.6875], [-3.1175, 2.5209, 0.7042], [-2.8514, 3.7355, 1.6005], [-3.5200, 3.4249, 2.9668], [-2.7178, 2.4181, 3.5816], [-3.2950, 1.1943, 4.0337], [-1.3354, 3.7328, 1.8046], [-0.9840, 4.6391, 2.0365], [-1.0421, 3.0520, 2.5067], [-0.8575, 3.4180, 0.9548], [-4.2106, 2.6078, 0.4974], [-3.0943, 1.5830, 1.2615], [-2.6457, 2.6286, -0.2879], [-3.1544, 4.7200, 1.1137], [-4.5590, 3.0868, 2.7346], [-3.6671, 4.2622, 3.6480], [-2.4947, 0.6797, 4.5830], [-3.6418, 0.6611, 3.1654], [-4.2139, 1.3502, 4.6736], [-9.2704, -10.6149, -6.4201], [-8.7060, -10.3707, -7.6723], [-7.5404, -9.4014, -7.8209], [-7.4728, -9.1336, -9.2164], [-8.5632, -8.1609, -9.6602], [-7.6252, -10.2685, -10.1789], [-6.6032, -10.2709, -11.1752], [-6.0509, -8.9942, -11.1246], [-6.0908, -8.5379, -9.7691], [-8.9627, -11.4324, -5.8046], [-3.8682, -0.3554, -1.9610], [-9.9289, -9.7187, -5.9516], [-9.5719, -10.4173, -8.3435], [-9.1172, -9.7852, -11.8733], [-6.7679, -9.8208, -7.3586], [-8.0408, -8.6489, -7.1695], [-9.5687, -8.6281, -9.5731], [-8.2882, -8.1902, -10.6630], [-8.4274, -7.1447, -9.2677], [-8.5604, -10.6146, -10.4824], [-7.3214, -11.0425, -9.5596], [-10.5692, -10.1102, -9.6261], [-6.1612, -10.9668, -11.9447], [-5.4995, -8.6834, -11.9737], [1.1503, -6.0265, 3.0667], [-5.9677, -7.6360, -9.2408], [-5.3981, -9.1720, -9.4074], [-4.9745, 11.4031, 5.8162], [-5.1117, 10.2107, 6.5880], [-6.2397, 9.8583, 7.1474], [3.1346, 11.3642, 8.2069], [3.3420, 10.4581, 9.3615], [2.1365, 10.6665, 7.3118], [2.8317, 10.1243, 6.2858], [4.2746, 9.8465, 6.6736], [4.4260, 11.3561, 7.3552], [-5.6002, 12.1078, 5.3581], [-8.0590, 10.9676, -13.0756], [-4.0551, 11.5356, 5.2838], [-4.1286, 9.5886, 6.7248], [-1.6891, -7.1711, 4.4226], [-6.4420, 8.8888, 7.7455], [-7.0197, 10.6754, 6.9009], [3.6067, 9.5010, 8.9903], [2.5945, 10.6620, 10.0158], [4.2653, 10.7870, 9.9337], [1.3742, 11.3620, 7.0956], [1.7573, 9.5742, 7.6585], [11.8426, -3.3921, -12.5816], [2.0768, 9.7390, 5.4782], [5.0136, 9.4438, 6.0649], [4.3167, 9.0304, 7.3547], [4.1986, 12.2857, 6.7633], [5.3569, 11.5276, 8.0409], [4.3941, 1.8020, -1.1142], [4.7757, 2.9810, -2.0279], [5.8656, 3.8698, -1.4115], [6.1839, 5.0922, -2.2053], [6.8413, 4.7949, -3.5084], [7.0360, 6.1040, -1.4579], [6.9999, 7.3587, -2.3179], [5.6154, 7.3651, -3.0058], [4.9942, 6.0135, -2.4832], [5.3572, 1.4863, -0.5460], [4.1212, 0.8594, -1.7213], [3.4734, 1.9923, -0.5346], [3.9357, 3.6076, -2.2308], [5.2008, 2.5352, -2.8948], [6.8097, 3.2287, -1.3766], [5.4938, 4.1974, -0.3728], [6.9183, 5.6504, -4.1884], [6.1242, 4.1720, -3.9882], [7.7980, 4.3163, -3.2256], [8.0768, 5.7552, -1.2242], [6.5242, 6.3047, -0.5688], [7.9254, 7.3901, -2.9885], [7.1374, 8.1955, -1.6874], [5.6138, 7.4020, -4.0922], [5.0228, 8.2775, -2.6425], [4.2585, 5.6484, -3.2086], [4.4802, 6.1144, -1.5380], [0.3236, 1.3210, 0.3045], [1.5735, 0.6694, 0.1281], [0.1213, 1.4155, 1.6973], [0.3906, 2.7023, -0.1392], [-0.7144, 0.6648, -0.2553], [2.6833, -3.6398, 0.2805], [1.6680, -2.9330, -0.0528], [2.4632, -4.4764, 1.2200], [3.8030, -3.1265, 0.3778], [-2.8974, -2.9100, 3.7731], [-1.9628, -2.7607, 4.7981], [-4.0773, -1.8531, 3.6559], [-4.5620, -3.1946, 4.2156], [-5.2318, -4.4582, 2.6225], [-5.7132, -3.5862, 1.6534], [-4.2288, -5.4598, 2.3615], [-6.4695, -5.4545, 3.7525], [-5.7685, -6.4735, 4.1983], [-6.9652, -4.7308, 4.6312], [-7.3590, -5.8390, 2.8674]],
  "multiplicity": 1,
  "total_charge": 5
}

| no. | LUMO level (eV) | frontier orbital gap (eV) |
| --- | --- | --- |
| 1 | 0.1 | 8.170 |
| 2 | -9.3 | 0.608 |